Entry from the Open Molecules 2025 dataset: a structure of composition FNO4S2 (ωB97M-V/def2-TZVPD).

Properties
Calculated total energy (eV): -34064.68420
Kohn-Sham gap (eV): 6.317
Charge: -2
Energy relative to the best compared isomer or geometry (same formula, charge and spin) (eV): 2.221

Structure (XYZ):
```
8
FNO4S2 (ωB97M-V/def2-TZVPD)
N 0.69140 1.24058 -0.06200
O 0.66088 -1.16208 -0.02665
O 2.87619 0.14131 0.53259
O -1.42402 -0.66403 -1.27511
O -1.42785 -0.70085 1.23623
F -2.14663 1.24453 0.01403
S 1.69329 0.03428 -0.41097
S -0.92326 -0.13374 -0.00813
```



Entry from the Open Molecules 2025 dataset: a structure of composition C3H4O3S (ωB97M-V/def2-TZVPD).

Properties
Calculated total energy (eV): -20149.71238
Kohn-Sham gap (alpha / beta) (eV): 9.044 / 9.043
Energy relative to the best compared isomer or geometry (same formula, charge and spin) (eV): 4.662

Structure (XYZ):
```
11
C3H4O3S (ωB97M-V/def2-TZVPD)
C -0.95855 -0.28044 -0.26014
C -0.73057 1.17598 0.12875
C 0.05671 -1.21169 0.25591
O 1.54509 0.22293 -1.30214
O 2.66699 -0.50985 0.78201
O 0.24785 1.47302 0.76704
S 1.47729 -0.29161 0.00755
H -1.89784 -0.69268 -0.12418
H -1.02705 -0.38617 -1.30723
H -1.46715 2.05247 -0.15575
H 0.08724 -1.55195 1.20817
```



Entry from the Open Molecules 2025 dataset: the molecule C5H8O2S (ωB97M-V/def2-TZVPD).

Properties
Calculated total energy (eV): -20240.90008
Kohn-Sham gap (eV): 8.534
Energy relative to the best compared isomer or geometry (same formula, charge and spin) (eV): 4.028

Structure (XYZ):
```
16
C5H8O2S (ωB97M-V/def2-TZVPD)
C 1.65646 0.32726 -1.93842
C 0.74611 0.04572 -1.00670
O -0.55732 -0.18346 -1.37684
C -1.51612 0.91341 -1.11547
C 0.92455 -0.22085 0.43558
S 2.10749 0.42185 1.43473
O -0.12832 -0.89313 0.88732
C -0.47410 -1.07570 2.29590
H 2.55920 0.53550 -1.46121
H 1.46021 0.38491 -2.98352
H -2.56049 0.11750 -1.13756
H -1.47980 1.69397 -2.08159
H -1.13940 1.39762 0.01070
H -1.47554 -1.55496 2.44181
H -0.31729 -0.08487 2.86599
H 0.19435 -1.82476 2.72928
```



Entry from the Open Molecules 2025 dataset: the molecule C34H36N2O6 (ωB97M-V/def2-TZVPD).

Properties
Calculated total energy (eV): -51105.00870
Kohn-Sham gap (eV): 8.056
Energy relative to the best compared isomer or geometry (same formula, charge and spin) (eV): 2.901

Structure (XYZ):
```
78
C34H36N2O6 (ωB97M-V/def2-TZVPD)
C -3.74097 -4.83216 -3.91241
O -3.45335 -3.76568 -2.90093
C -2.25068 -3.18118 -2.90908
O -1.45032 -3.49806 -3.77972
C -1.89975 -2.13978 -1.76625
O -2.28710 -2.61061 -0.50179
C -3.67999 -2.87492 -0.27146
C -2.70148 -0.95847 -2.34808
O -2.90470 -0.83848 -3.54716
O -3.09969 -0.08358 -1.41372
C -3.31493 1.27920 -1.80282
C -0.45703 -1.56755 -1.51613
C -0.32069 -0.62153 -0.34493
C 0.17469 -0.91904 0.89164
N 0.62762 -0.04801 1.86835
C 0.75550 -0.48324 3.26000
C -0.44899 -1.26019 3.77167
C -1.71674 -0.48924 3.48508
C -2.07351 0.60427 4.27991
C -3.14342 1.42224 3.91963
C -3.88194 1.12617 2.77274
C -3.55279 0.01348 1.99186
C -2.50228 -0.81277 2.37831
C 0.96659 0.81755 4.03821
O 0.99437 0.98198 5.25591
N 1.10680 1.80563 3.11203
C 1.34596 3.17363 3.51003
C 0.96015 1.38431 1.71200
C 2.21480 1.66399 0.94694
C 3.43398 1.63217 1.52657
C 4.66224 2.11472 0.92107
C 5.89233 1.89228 1.57591
C 7.07658 2.38832 1.05384
C 7.07327 3.12108 -0.13691
C 5.86523 3.33925 -0.80374
C 4.67155 2.83389 -0.29655
C 0.07264 -0.92755 -2.80730
C 0.36227 -1.83259 -3.82109
C 0.81205 -1.44847 -5.08238
C 1.14239 -0.11448 -5.33320
C 1.02604 0.78955 -4.27651
C 0.50551 0.39306 -3.02339
H -4.59738 -5.39633 -3.52627
H -3.99405 -4.35555 -4.86819
H -2.88375 -5.50744 -4.04600
H -4.06344 -3.72446 -0.84555
H -3.63718 -3.15040 0.78422
H -4.30318 -1.98342 -0.45616
H -3.92817 1.68524 -1.00596
H -2.33427 1.75554 -1.83744
H -3.81084 1.33589 -2.76995
H 0.17298 -2.47046 -1.29875
H -0.37874 0.42851 -0.62095
H 0.21351 -1.97939 1.19679
H 1.68534 -1.06995 3.34954
H -0.46332 -2.25262 3.31189
H -0.33652 -1.39185 4.85482
H -1.47762 0.81673 5.16994
H -3.38692 2.28726 4.53701
H -4.70561 1.76620 2.47117
H -4.11794 -0.21604 1.08719
H -2.25066 -1.69711 1.78953
H 1.35486 3.25952 4.60044
H 2.29846 3.54640 3.12129
H 0.53589 3.79608 3.12344
H 0.11663 1.93908 1.26158
H 2.06217 1.80009 -0.12875
H 3.52662 1.23305 2.54974
H 5.89477 1.32334 2.50418
H 8.01367 2.22221 1.57486
H 7.99915 3.51912 -0.54358
H 5.84672 3.92020 -1.72098
H 3.72482 2.99900 -0.80888
H 0.24876 -2.89351 -3.62425
H 0.85799 -2.19728 -5.86895
H 1.45317 0.21257 -6.32727
H 1.28940 1.83967 -4.44686
H 0.51254 1.13091 -2.21906
```